# 1
Computed, not measured: a 2-piece molecular cluster, C36H34N2O6S2 overall at a distorted geometry, with the ωB97M-V functional and the def2-TZVPD basis.

XYZ file:
```
80
Properties=species:S:1:pos:R:3
H -6.40 -3.17 3.67
H -0.49 3.34 1.56
C 3.28 -2.47 3.13
C -0.08 -7.52 -2.23
H 0.81 0.56 3.75
C -3.37 3.09 3.43
C 3.01 0.27 0.52
S 1.52 -4.67 0.13
C -1.86 -1.71 1.29
H -1.65 -4.11 3.53
C 0.06 -0.19 1.11
C -1.10 2.97 2.38
H -0.92 -0.72 2.93
C -2.40 3.61 2.53
C 4.39 0.04 2.63
H 3.85 0.81 0.06
C -3.17 -1.85 1.88
H -2.01 5.15 1.07
C 1.34 -5.91 -1.15
H -4.22 -2.30 0.03
N 1.80 2.27 3.05
C -4.63 3.68 3.55
O -1.45 -7.09 0.78
H 1.61 1.91 0.05
H -1.62 -2.27 0.37
O 1.70 -3.41 -0.56
C 3.45 -0.50 1.74
H -2.18 -5.62 2.63
C 4.76 -0.67 3.76
H 4.82 1.02 2.42
C -4.47 -2.24 3.92
C -2.76 4.74 1.76
H 4.46 -2.46 4.94
O 2.49 -5.15 1.09
C 2.14 3.04 4.22
C 0.67 1.35 3.00
H 1.30 3.67 4.54
H -3.11 2.21 4.03
H -1.03 -8.05 -2.25
N 0.83 0.77 1.64
C -0.64 2.01 3.20
C -4.02 5.31 1.86
C -5.51 -2.79 3.17
H 3.06 -7.48 -3.60
H -5.94 5.25 2.87
C 2.55 2.36 1.91
H 2.84 -3.45 3.29
H 2.99 3.68 3.98
O 3.54 3.07 1.74
C 0.98 -7.84 -3.09
H -2.34 -4.00 1.84
C 2.93 -1.76 1.98
O -0.34 -4.66 2.06
H 2.41 2.37 5.05
H -1.17 1.71 4.10
C 0.10 -6.51 -1.27
C -3.34 -1.74 3.30
C -0.15 -4.77 0.75
C 2.22 -7.22 -2.95
C -4.30 -2.27 1.13
H 2.54 -0.39 -0.22
H -4.30 6.16 1.22
H -5.36 3.25 4.24
H 5.51 -0.25 4.44
H 3.40 -5.83 -1.75
H -4.53 -2.22 5.01
H -6.32 -3.03 1.18
C 4.19 -1.92 4.03
C -4.96 4.80 2.77
C 2.42 -6.27 -1.95
C -5.46 -2.72 1.77
O -2.22 -5.31 -0.83
H -2.50 -1.39 3.91
C -1.74 -4.61 2.55
C 1.98 1.34 0.93
H 0.31 -0.51 0.10
H 2.24 -2.20 1.25
C -0.91 -0.86 1.84
S -1.15 -5.97 -0.09
H 0.83 -8.62 -3.84
```

Its energy above the lowest of the compared OMol25 structures with the same formula, charge and spin is 0.0 kcal/mol. Its total charge is 0.



# 2
Computed, not measured: C36H34N6O2S4SbTb as an isolated structure at a distorted geometry, with the ωB97M-V functional and the def2-TZVPD basis.

XYZ file:
```
84
Properties=species:S:1:pos:R:3
H 1.55 -0.21 5.20
H 0.21 2.20 -6.80
S 0.78 -1.90 -2.19
O 1.72 -1.85 0.17
H -0.83 3.77 5.28
C 0.01 1.93 -5.77
H 2.08 0.28 -2.99
C -4.37 -0.55 1.88
H 4.84 0.26 -4.33
C -0.35 -1.01 5.39
H 4.18 1.58 -3.35
C 0.77 2.49 -4.75
H -0.35 -4.54 -1.46
C 0.61 -0.38 4.67
C 3.89 1.70 0.57
C -1.63 0.57 3.20
C -0.78 0.84 -1.70
C 2.26 0.11 1.41
H -1.58 -4.75 -2.69
N 1.63 -0.40 2.53
C 2.98 -0.24 -3.31
S -6.53 -3.02 -0.91
N -1.65 -0.75 2.81
C -0.29 1.26 2.93
C 3.00 1.30 1.55
H -4.49 0.91 5.02
H 1.57 3.19 -4.98
H 4.48 2.60 0.71
C 2.13 -3.01 -2.29
H 0.13 -4.89 -3.15
Sb -4.58 -1.92 -1.28
H 2.90 1.85 2.48
C 2.39 -0.63 0.22
C 0.52 2.15 -3.43
C -2.05 -1.69 3.73
N 0.47 -1.93 -0.53
H -2.06 0.02 -3.87
C 3.61 -0.98 -2.08
H 4.82 1.19 -1.28
H 3.42 1.17 -4.88
C 4.07 0.92 -0.56
C 3.91 0.75 -4.00
C -1.26 0.71 -4.13
Tb -1.57 -1.04 0.48
C -1.04 2.93 4.63
H -0.70 -2.61 -3.85
C -2.37 2.40 4.59
C -1.57 -1.69 4.99
H -3.16 2.89 5.14
H -2.70 -2.49 3.39
C -4.76 -0.07 3.23
H -1.98 -2.40 5.70
H 1.22 3.40 1.72
H -0.48 3.85 1.72
S -2.95 -3.23 -0.02
N -0.35 0.97 0.51
C 0.25 3.20 1.25
C 3.32 -0.24 -0.76
H -5.73 -0.41 3.56
C 3.32 -2.47 -2.07
N -0.09 1.44 -0.79
H -1.62 0.62 -6.25
H 1.11 2.58 -2.62
H 1.93 -4.07 -2.24
H 0.31 3.40 0.19
H -1.46 -2.42 -2.26
C -2.65 1.21 3.91
H 2.67 -0.99 -4.04
C -0.05 2.39 3.91
H -0.07 -1.18 6.42
C -0.14 1.77 1.48
C -4.02 0.66 4.06
H -4.47 -1.63 1.76
H 4.16 -3.13 -1.89
H 4.70 -0.90 -2.20
C -0.58 -4.36 -2.51
S -5.03 0.27 0.40
N -3.44 0.13 1.06
H 0.96 2.78 3.98
O -1.68 -0.09 -1.52
C -1.01 1.04 -5.46
C 0.70 0.08 3.26
C -0.62 -2.87 -2.79
C -0.49 1.25 -3.11
```

Its total charge is -1. The spin multiplicity is 8.



In order of appearance, energy = -74813.424 -123230.172 eV.